Record 1
Computed, not measured: C4H5GdO2 as an isolated structure, with the ωB97M-V functional and the def2-TZVPD basis.

Each line ends with the Mulliken charge.
Element x y z (Å)
H: -2.0794 -1.0087 2.4517  0.34
O: -1.9216 -0.8540 1.5162  -0.47
C: -1.0018 0.2085 1.3771  -0.39
C: -0.5575 0.3240 -0.0216  -0.22
C: -0.6893 0.6969 -1.2006  0.15
H: -0.1147 0.0533 2.0153  0.32
H: -1.4511 1.1676 1.6879  0.31
H: -1.1132 1.1945 -2.0597  0.43
C: 1.4679 -0.3464 -1.3696  -0.22
O: 2.5102 0.1106 -0.7500  -0.35
Gd: 3.9064 -0.2203 -2.5996  1.75
H: 1.0441 -1.3258 -1.0470  0.36

Summary:
spin multiplicity	8
energy above the lowest of the compared OMol25 structures with the same formula, charge and spin	2.649	eV
<S²>	16.724
max |F|	3.697	eV/A
net charge	+2
energy	-1070.67536	a.u.

***

Record 2
Computed, not measured: a 4-piece molecular cluster, C35H44ClF3N2O4 overall, with the ωB97M-V functional and the def2-TZVPD basis.

Each line ends with the Mulliken charge.
Element x y z (Å)
C: -3.0023 -1.7016 -1.9019  -0.39
C: -2.9912 -1.3973 -3.5227  0.22
O: -4.2044 -1.4141 -4.1357  -0.59
N: -1.7608 -1.0667 -4.3500  -0.03
C: -0.6917 -2.1578 -4.1456  -0.38
C: -1.1065 0.2229 -3.8765  0.41
C: -1.9591 1.5837 -4.2292  -1.08
C: -3.0170 2.0539 -3.0657  -0.36
C: -2.3708 3.1435 -1.9801  -0.79
C: -1.5996 2.2979 -0.8065  0.86
N: -2.3469 1.2361 -0.0178  -0.01
C: -1.2967 0.6981 0.9771  -0.23
O: -1.4077 -0.4623 1.6302  -0.65
C: -0.0719 1.7822 1.0841  0.61
C: 0.7729 1.9483 2.4787  -0.45
C: 2.3477 1.4559 2.2123  0.43
O: 3.3302 2.2575 2.9969  -0.44
C: 4.6460 1.6712 2.6133  0.23
O: 5.7489 1.7125 3.3879  -0.52
C: -0.7900 3.0786 0.3857  -0.15
C: -1.5407 4.2108 1.3002  -1.10
C: -2.4198 3.6293 2.5546  0.30
C: -3.7885 4.5867 2.6352  -0.99
Cl: -1.5807 3.8460 4.2184  -0.19
H: -3.8062 -1.0901 -1.3047  0.28
H: -3.2465 -2.8589 -1.7415  0.39
H: -1.9498 -1.5315 -1.3952  -0.07
H: -0.5620 -2.4648 -3.0178  0.15
H: -0.9576 -3.1399 -4.7614  0.29
H: 0.3797 -1.8026 -4.5136  0.10
H: -0.8588 0.0776 -2.7418  0.06
H: -0.0534 0.3322 -4.4273  -0.18
H: -2.5201 1.3630 -5.2593  0.36
H: -1.1921 2.4426 -4.4552  0.35
H: -3.5582 1.1484 -2.5208  0.14
H: -3.8849 2.6561 -3.6151  0.36
H: -3.2837 3.6832 -1.4794  0.35
H: -1.7228 3.9697 -2.5036  0.20
H: -0.7008 1.7989 -1.4131  -0.78
H: -3.1980 1.6330 0.4795  0.37
H: 0.6707 1.3858 0.2454  -0.08
H: 0.3383 1.1473 3.2465  0.14
H: 0.8055 3.0366 2.9073  0.35
H: 2.5026 0.3090 2.5044  0.33
H: 2.6731 1.5616 1.0888  -0.08
H: 4.7608 1.0919 1.5871  0.29
H: 0.0872 3.6150 -0.2015  0.33
H: -0.7039 4.9434 1.7330  0.37
H: -2.2113 4.9092 0.6020  0.41
H: -2.8152 2.5357 2.4262  0.15
H: -4.6235 4.0103 2.0066  0.25
H: -4.1232 4.6351 3.7605  0.35
H: -3.5817 5.6495 2.1913  0.27
F: 3.0888 1.8882 -1.1769  -0.14
C: 3.4342 1.4879 -2.4078  0.07
C: 4.7206 1.7382 -2.8729  -0.56
C: 5.0822 1.3170 -4.1525  -0.45
C: 4.1491 0.6592 -4.9576  -0.74
C: 2.8589 0.4170 -4.4836  -0.35
C: 2.5011 0.8284 -3.1999  0.30
H: 5.4293 2.2580 -2.2365  0.43
H: 6.0878 1.5011 -4.5225  0.36
H: 4.4302 0.3348 -5.9572  0.37
H: 2.1331 -0.0916 -5.1136  0.32
H: 1.5053 0.6404 -2.8123  0.39
F: 2.9193 -1.1340 3.3665  -0.43
C: 2.2481 -1.6997 4.3785  0.13
C: 0.8829 -1.9307 4.2497  0.01
C: 0.1846 -2.5243 5.3012  -0.63
C: 0.8581 -2.8707 6.4752  -0.51
C: 2.2275 -2.6302 6.5968  -0.45
C: 2.9275 -2.0469 5.5409  -0.46
H: 0.3751 -1.6473 3.3336  0.64
H: -0.8814 -2.7163 5.2074  0.40
H: 0.3122 -3.3297 7.2968  0.37
H: 2.7487 -2.8969 7.5130  0.37
H: 3.9938 -1.8610 5.6151  0.44
F: -1.8224 -5.1285 -2.0727  -0.28
C: -1.1572 -5.2281 -0.9142  0.37
C: -0.2963 -6.3008 -0.7095  -0.47
C: 0.4004 -6.4022 0.4945  -0.42
C: 0.2200 -5.4345 1.4859  -0.50
C: -0.6501 -4.3642 1.2730  -0.50
C: -1.3381 -4.2572 0.0646  -0.08
H: -0.1752 -7.0473 -1.4877  0.41
H: 1.0817 -7.2328 0.6613  0.37
H: 0.7603 -5.5163 2.4266  0.41
H: -0.7921 -3.6145 2.0476  0.38
H: -2.0116 -3.4270 -0.1211  0.30

Summary:
structure (SMILES)	CC(=O)N(C)CCCC[C@@H]1NC(=O)[C@H](CCOC=O)[C@@H]1C[C@H](C)Cl.Fc1ccccc1.Fc1ccccc1.Fc1ccccc1
energy above the lowest of the compared OMol25 structures with the same formula, charge and spin	9.817	eV
max |F|	9.012	eV/A
energy	-2529.94730	a.u.

***

Record 3
Computed, not measured: one molecule with the formula C28H42N4O4S, with the ωB97M-V functional and the def2-TZVPD basis.

Each line ends with the Mulliken charge.
Element x y z (Å)
C: 1.1172 4.3221 -0.1803  -0.99
H: 2.1372 3.9848 -0.0144  0.32
H: 0.5569 4.1889 0.7421  0.32
H: 1.1347 5.3802 -0.4258  0.37
C: 0.4572 3.5379 -1.3117  -0.98
N: 0.4080 2.1179 -1.0139  0.21
C: -0.7158 1.6149 -0.4687  -0.05
C: -0.8991 0.3231 -0.0847  -0.65
C: 0.1678 -0.6389 -0.2562  1.53
O: 0.1144 -1.8237 0.0718  -0.91
C: 1.3830 -0.0725 -0.8657  -0.19
C: 2.4661 -0.9282 -1.0890  -0.08
C: 3.6391 -0.4453 -1.6087  -0.37
C: 3.7617 0.9001 -1.9323  -0.92
C: 2.7037 1.7585 -1.7431  -0.87
C: 1.4916 1.2913 -1.2078  0.84
H: 2.8260 2.7944 -2.0117  0.25
H: 4.6975 1.2444 -2.3430  0.56
S: 5.0608 -1.5267 -1.8050  1.26
O: 4.6113 -2.7904 -2.3032  -0.75
O: 6.0541 -0.8023 -2.5436  -0.74
N: 5.6441 -1.7647 -0.2718  0.11
C: 4.9117 -2.6937 0.5505  -1.05
H: 5.5799 -3.1409 1.2856  0.29
H: 4.0652 -2.2272 1.0664  0.34
H: 4.5434 -3.4732 -0.1119  0.44
C: 6.3319 -0.6442 0.3358  -0.09
C: 7.5836 -1.1005 1.0907  -1.02
C: 8.3729 0.1171 1.5634  -0.65
C: 7.5095 1.0011 2.4589  -0.71
C: 6.2403 1.4290 1.7275  -0.84
C: 5.4549 0.2054 1.2617  -0.22
H: 5.1627 -0.3851 2.1325  0.38
H: 4.5464 0.5153 0.7393  -0.03
H: 6.5081 2.0372 0.8607  0.36
H: 5.6184 2.0384 2.3870  0.35
H: 8.0746 1.8829 2.7667  0.35
H: 7.2370 0.4476 3.3603  0.32
H: 9.2610 -0.2078 2.1086  0.38
H: 8.7031 0.6912 0.6954  0.35
H: 8.1925 -1.7185 0.4305  0.28
H: 7.2945 -1.7025 1.9543  0.34
H: 6.6508 -0.0339 -0.5147  0.44
H: 2.3497 -1.9744 -0.8536  0.70
C: -2.2443 -0.0016 0.4964  0.37
O: -3.1142 0.8560 0.5620  -0.75
N: -2.3775 -1.2603 0.9309  -0.07
C: -3.6043 -1.8071 1.4559  -1.06
C: -4.2204 -2.8227 0.4909  -0.74
H: -4.9958 -3.3824 1.0139  0.37
H: -3.4531 -3.5227 0.1539  0.52
C: -4.8402 -2.1038 -0.7108  -1.11
N: -6.0019 -1.3454 -0.2803  0.74
C: -7.2477 -2.0497 -0.4978  -0.92
C: -8.3842 -1.3404 0.2314  -0.76
C: -8.4945 0.1005 -0.2536  -0.98
C: -7.1495 0.8006 -0.0698  0.85
C: -7.1885 2.2399 -0.5706  -1.72
H: -7.4155 2.2679 -1.6350  0.34
H: -7.9512 2.8079 -0.0424  0.42
H: -6.2255 2.7186 -0.4105  0.40
C: -6.0616 0.0076 -0.7958  -0.98
H: -5.0965 0.4840 -0.6122  0.25
H: -6.2638 0.0237 -1.8846  0.18
H: -6.9011 0.8017 0.9959  0.21
H: -9.2745 0.6277 0.3000  0.34
H: -8.7675 0.1110 -1.3123  0.32
H: -8.1719 -1.3466 1.3017  0.31
H: -9.3200 -1.8767 0.0615  0.39
H: -7.1420 -3.0678 -0.1139  0.45
H: -7.4910 -2.1164 -1.5770  0.40
H: -4.0956 -1.4236 -1.1317  0.51
H: -5.0994 -2.8335 -1.4932  0.39
H: -3.3912 -2.2816 2.4191  0.34
H: -4.3045 -0.9820 1.6003  0.45
H: -1.5952 -1.8918 0.7734  0.25
H: -1.5419 2.2999 -0.3257  0.48
H: -0.5693 3.8856 -1.4447  0.42
H: 0.9856 3.6940 -2.2543  0.42

Summary:
structure (SMILES)	CCn1cc(C(=O)NCCCN2CCC[C@H](C)C2)c(=O)c2cc(S(=O)(=O)N(C)C3CCCCC3)ccc21
energy above the lowest of the compared OMol25 structures with the same formula, charge and spin	0.066	eV
max |F|	1.205	eV/A
energy	-2010.37633	a.u.

***

Record 4
Computed, not measured: a 2-piece molecular cluster, C11H20OSi overall, with the ωB97M-V functional and the def2-TZVPD basis.

Each line ends with the Mulliken charge.
Element x y z (Å)
C: 2.0508 -2.0763 1.4640  -1.27
C: -0.8745 1.6448 1.8529  -0.66
C: 1.8318 -1.2784 0.4142  0.81
C: -0.7472 0.7437 0.8918  0.31
C: 1.8450 1.1297 -0.4159  0.92
C: 2.1775 -1.7799 -1.0075  -1.37
C: 2.1936 2.5134 0.1081  -1.18
C: -3.7747 0.5881 0.0003  -1.04
C: -1.8391 -2.0068 -0.0039  -0.75
C: -1.2537 0.3740 -2.0797  -0.87
C: 1.6064 0.1223 0.6520  -0.28
O: 1.7037 0.9483 -1.6259  -0.69
Si: -1.9790 -0.1500 -0.3356  0.13
H: 1.7930 -1.8338 2.4474  0.33
H: 2.3937 -3.1071 1.4956  0.31
H: -1.8454 1.9573 2.2155  0.30
H: -0.0798 2.1193 2.4256  0.26
H: 1.8433 -2.8661 -1.1510  0.33
H: 3.3255 -1.8527 -0.9512  0.37
H: 1.8660 -1.1077 -1.7543  0.35
H: 1.5088 2.7208 0.8582  0.31
H: 2.0235 3.3874 -0.7951  0.25
H: 3.3058 2.6002 0.3660  0.32
H: -3.6667 1.7936 -0.0798  0.23
H: -4.4697 0.2434 -0.6934  0.39
H: -4.0596 0.3777 0.9994  0.33
H: -1.8740 -2.4564 1.0640  0.32
H: -2.6833 -2.5941 -0.5488  0.27
H: -0.8456 -2.2393 -0.2778  0.12
H: -0.1464 0.3700 -2.1550  0.33
H: -1.8374 -0.2079 -2.8752  0.28
H: -1.5246 1.4227 -2.1754  0.29
H: 2.0325 0.4997 1.6707  0.29

Summary:
energy above the lowest of the compared OMol25 structures with the same formula, charge and spin	4.966	eV
max |F|	4.985	eV/A
energy	-795.68203	a.u.